C56H45Cl3KN9O4PS3 | ωB97M-V/def2-TZVPD

CARTESIAN COORDINATES (ANGSTROEM)
K (1.11291, 1.39251, 1.65210)
N (4.37022, 0.98178, 4.63850)
C (3.79267, 1.66351, 3.58141)
S (4.12523, 1.10212, 1.97051)
N (3.14721, 2.73752, 3.92191)
N (2.22006, 3.26204, 3.08120)
C (2.24526, 4.51837, 2.84599)
C (3.35265, 5.42573, 3.25199)
C (4.68050, 5.05380, 3.03877)
C (5.71106, 5.91062, 3.39832)
C (5.43314, 7.14202, 3.97958)
C (4.11550, 7.51589, 4.20236)
C (3.08455, 6.66106, 3.83824)
C (1.07883, 5.05411, 2.07371)
C (1.20901, 6.19958, 1.29003)
C (0.12288, 6.64702, 0.55991)
C (-1.07472, 5.95593, 0.64102)
C (-1.11588, 4.82932, 1.44791)
N (-0.07432, 4.37268, 2.13934)
H (5.18304, 0.44522, 4.38689)
H (4.44368, 1.51734, 5.49016)
H (4.89742, 4.09909, 2.57426)
H (6.73766, 5.61388, 3.21923)
H (6.24110, 7.80643, 4.26031)
H (3.88920, 8.47226, 4.65736)
H (2.05602, 6.94823, 4.02703)
H (2.15676, 6.71825, 1.24806)
H (0.21133, 7.52966, -0.06259)
H (-1.95412, 6.27268, 0.09418)
H (-2.03539, 4.26478, 1.54333)
C (4.59738, -6.51387, 3.79396)
C (4.72136, -6.06422, 2.48949)
C (4.04616, -4.92144, 2.07267)
C (3.23167, -4.21346, 2.95215)
C (3.13707, -4.66263, 4.27264)
C (3.80594, -5.80244, 4.68883)
P (2.35214, -2.65383, 2.46949)
C (2.31924, -2.86287, 0.64739)
C (3.28007, -2.12421, -0.04514)
C (3.40721, -2.25014, -1.42524)
C (2.57092, -3.10712, -2.12605)
C (1.60059, -3.83816, -1.45046)
C (1.47990, -3.71305, -0.07428)
C (0.66879, -3.09289, 3.09500)
C (0.00503, -4.30264, 2.87219)
C (-1.22865, -4.55602, 3.45175)
C (-1.80242, -3.62162, 4.30825)
C (-1.13969, -2.43370, 4.57286)
C (0.08131, -2.17076, 3.95977)
H (5.10979, -7.41291, 4.11323)
H (5.33818, -6.60771, 1.78384)
H (4.15186, -4.58658, 1.04796)
H (2.52632, -4.11508, 4.98239)
H (3.70678, -6.13987, 5.71369)
H (3.93068, -1.45275, 0.50583)
H (4.15870, -1.67195, -1.94902)
H (2.66214, -3.19922, -3.20112)
H (0.93762, -4.50686, -1.99096)
H (0.71844, -4.29235, 0.42780)
H (0.46731, -5.07084, 2.26532)
H (-1.73437, -5.49222, 3.24946)
H (-2.75891, -3.82835, 4.77390)
H (-1.56751, -1.71080, 5.25722)
H (0.59735, -1.23810, 4.16159)
Cl (-5.65102, -1.72698, -4.03893)
C (-4.66334, -0.30631, -4.15009)
C (-3.46779, -0.23960, -3.46287)
C (-2.69446, 0.89580, -3.59097)
C (-3.06243, 1.96739, -4.40669)
C (-2.15062, 3.18155, -4.51311)
C (-2.31210, 4.11572, -3.30387)
N (-2.03635, 3.40676, -2.07492)
C (-2.97278, 2.87491, -1.22404)
C (-2.27506, 2.19990, -0.28320)
N (-0.92039, 2.31384, -0.51221)
C (-0.81467, 3.04487, -1.59612)
O (-0.78311, 2.87375, -4.60220)
C (-0.40715, 2.13664, -5.76838)
C (-0.45278, 0.65138, -5.55667)
C (0.30185, 0.01628, -4.61771)
Cl (1.46260, 0.75830, -3.58677)
S (-0.05163, -1.64327, -4.46508)
C (-1.21307, -1.54084, -5.71974)
C (-1.32039, -0.27419, -6.21162)
C (-4.28883, 1.87338, -5.05907)
Cl (-4.91289, 3.17681, -6.05638)
C (-5.09873, 0.74753, -4.94067)
H (-3.13491, -1.07620, -2.85857)
H (-1.75560, 0.95096, -3.05321)
H (-2.43552, 3.75667, -5.39887)
H (-3.33324, 4.49272, -3.26347)
H (-1.63874, 4.96680, -3.40345)
H (-4.03012, 3.00071, -1.38996)
H (-2.66229, 1.63404, 0.55085)
H (0.10079, 3.32921, -2.09132)
H (0.61409, 2.44836, -5.98611)
H (-1.03852, 2.42776, -6.61336)
H (-1.76517, -2.42844, -5.99167)
H (-2.00796, 0.00812, -6.99948)
H (-6.04805, 0.69827, -5.45378)
O (-2.69185, -3.95559, -4.44370)
S (-3.24783, -5.12941, -3.79396)
O (-2.25825, -6.07183, -3.29361)
O (-4.38601, -5.71022, -4.46565)
C (-3.89446, -4.50450, -2.20680)
N (-4.88279, -5.18378, -1.62007)
C (-5.16002, -4.84217, -0.36532)
C (-4.46923, -3.85805, 0.32328)
C (-3.50332, -3.17595, -0.39859)
N (-3.23770, -3.48562, -1.66151)
C (-2.64802, -2.10570, 0.19211)
C (-1.49557, -1.73965, -0.48025)
C (-0.63592, -0.83973, 0.11091)
N (-0.83641, -0.28374, 1.30470)
C (-1.98451, -0.58912, 1.92091)
C (-2.90928, -1.48593, 1.41250)
H (-5.96574, -5.38880, 0.11564)
H (-4.66627, -3.65951, 1.36782)
H (-1.26634, -2.19366, -1.43348)
H (0.28289, -0.57307, -0.40738)
H (-2.15940, -0.11298, 2.88079)
H (-3.80544, -1.70642, 1.97793)

Computed properties:
Spin multiplicity: 1
DFT total energy (Ha): -6471.3571
Net charge: -1
HOMO-LUMO gap (hartree): 0.253

***

C56H46BN14O7PRbS | ωB97M-V/def2-TZVPD

CARTESIAN COORDINATES (ANGSTROEM)
Rb (0.09212, 0.10445, -0.58080)
C (3.12096, 3.56465, -0.73130)
C (2.30519, 3.20372, 0.35066)
N (1.02275, 3.35658, 0.07013)
N (0.97742, 3.81029, -1.19841)
C (2.22545, 3.94890, -1.69613)
B (-0.31307, 4.02514, -2.01989)
N (-1.58413, 3.96525, -1.16660)
C (-2.68543, 4.72123, -1.36619)
C (-3.68751, 4.23854, -0.56004)
C (-3.08879, 3.15301, 0.10244)
N (-1.83382, 2.99626, -0.26803)
N (-0.41075, 2.99926, -3.17681)
C (0.29280, 2.92433, -4.31955)
C (-0.06918, 1.76827, -4.97016)
C (-1.02281, 1.18714, -4.11668)
N (-1.22871, 1.93766, -3.04998)
N (-0.20428, 5.45963, -2.61069)
C (0.12321, 6.54046, -1.87877)
C (0.03988, 7.65005, -2.68946)
C (-0.35299, 7.12311, -3.92998)
N (-0.50000, 5.80952, -3.87468)
H (4.18949, 3.49728, -0.80407)
H (2.60737, 2.80553, 1.30525)
H (2.38199, 4.29861, -2.70123)
H (-2.67768, 5.52813, -2.07551)
H (-4.69411, 4.60434, -0.47180)
H (-3.52340, 2.46817, 0.81772)
H (0.97351, 3.70495, -4.60357)
H (0.29228, 1.40634, -5.91648)
H (-1.56432, 0.26200, -4.22690)
H (0.38732, 6.43332, -0.84280)
H (0.23690, 8.67404, -2.42768)
H (-0.53178, 7.64008, -4.85892)
C (-6.06416, -1.96773, 0.32863)
C (-4.71012, -1.34414, 0.56303)
N (-3.64877, -1.57789, -0.13683)
N (-3.73195, -2.42194, -1.18947)
C (-2.57038, -2.45864, -1.85591)
O (-1.50467, -1.90158, -1.59495)
C (-2.61902, -3.32190, -3.10665)
C (-1.44727, -3.45933, -3.84417)
C (-1.41946, -4.24076, -4.98930)
C (-2.56841, -4.89569, -5.41190)
C (-3.74023, -4.76507, -4.67878)
C (-3.76563, -3.98395, -3.53358)
C (-4.56724, -0.37099, 1.65193)
C (-5.61427, -0.14374, 2.56142)
C (-5.45111, 0.77977, 3.57370)
C (-4.25060, 1.46997, 3.67358)
C (-3.27229, 1.18045, 2.73171)
N (-3.41706, 0.30394, 1.75604)
H (-6.01900, -2.55311, -0.58210)
H (-6.84178, -1.20747, 0.23114)
H (-6.35568, -2.62752, 1.15029)
H (-0.56952, -2.94118, -3.48505)
H (-0.50009, -4.33731, -5.55352)
H (-2.55130, -5.50455, -6.30815)
H (-4.64022, -5.27311, -5.00480)
H (-4.66849, -3.87189, -2.94981)
H (-6.53831, -0.69075, 2.47338)
H (-6.25373, 0.95832, 4.28062)
H (-4.07144, 2.20419, 4.44505)
H (-2.31132, 1.68769, 2.77009)
O (5.83647, -6.06169, -3.29101)
N (5.12060, -5.20634, -3.79792)
O (5.21152, -4.84840, -4.96819)
C (4.11544, -4.55375, -2.94326)
C (3.84380, -5.18838, -1.78381)
C (2.85385, -4.68736, -0.89228)
C (2.60937, -5.29487, 0.34992)
C (1.68071, -4.73577, 1.18278)
C (1.02234, -3.57105, 0.75269)
N (1.22811, -2.98778, -0.40225)
C (2.12737, -3.53671, -1.23173)
C (2.40888, -2.87128, -2.49924)
N (1.68282, -1.78138, -2.78000)
C (2.00102, -1.06474, -3.82803)
C (3.06392, -1.39034, -4.67805)
C (3.77144, -2.53994, -4.44926)
C (3.43940, -3.34158, -3.34266)
H (4.38236, -6.09341, -1.53651)
H (3.16574, -6.18246, 0.63056)
H (1.45785, -5.15229, 2.15626)
H (0.29835, -3.09943, 1.40327)
H (1.39308, -0.18871, -4.01696)
H (3.31573, -0.74093, -5.50519)
H (4.58363, -2.82036, -5.10113)
C (-0.94372, 3.82487, 5.65904)
C (-0.90173, 3.98754, 4.28366)
C (-0.31459, 3.01112, 3.48723)
C (0.23044, 1.86724, 4.06625)
C (0.18560, 1.71368, 5.45019)
C (-0.39958, 2.68552, 6.24234)
P (0.90964, 0.64929, 2.88461)
C (0.13975, -0.90252, 3.49928)
C (0.65811, -1.70093, 4.51715)
C (0.00323, -2.85710, 4.90841)
C (-1.19209, -3.22101, 4.29985)
C (-1.73085, -2.42137, 3.30502)
C (-1.06139, -1.27459, 2.90323)
C (2.63658, 0.44323, 3.40941)
C (3.33604, -0.73123, 2.77538)
C (4.81735, -0.69588, 2.87721)
C (5.44260, 0.17746, 3.70180)
C (4.72402, 1.19553, 4.37107)
C (3.33555, 1.32796, 4.17485)
H (-1.40640, 4.58123, 6.28084)
H (-1.33146, 4.86567, 3.82149)
H (-0.28527, 3.12892, 2.40799)
H (0.59807, 0.82140, 5.90751)
H (-0.43956, 2.55342, 7.31556)
H (1.58376, -1.41822, 5.00532)
H (0.42387, -3.47394, 5.69199)
H (-1.70420, -4.12423, 4.60743)
H (-2.65969, -2.68203, 2.81944)
H (-1.50756, -0.66997, 2.12096)
H (3.03147, -1.65073, 3.31534)
H (5.36245, -1.43640, 2.30921)
H (6.51885, 0.13191, 3.80344)
H (5.24540, 1.90929, 4.99353)
H (2.82240, 2.17159, 4.62353)
O (2.52303, 0.10070, -0.66694)
S (3.59793, -0.43032, 0.14621)
O (4.51359, 0.57191, 0.65144)
O (2.79438, -0.99083, 1.49056)
O (4.21778, -1.63363, -0.36760)

Computed properties:
Spin multiplicity: 2
DFT total energy (Ha): -4243.4676
Net charge: -2
HOMO-LUMO gap (alpha / beta) (hartree): 0.204 / 0.204
ΔE to the lowest compared entry with this formula, charge and spin (kcal/mol): 26.22

***

C56H46CoN8O2S2Se | ωB97M-V/def2-TZVPD

CARTESIAN COORDINATES (ANGSTROEM)
Co (13.13076, 9.19455, 13.79204)
C (18.32243, 11.01289, 19.86237)
C (17.20453, 11.17968, 18.77016)
C (15.96905, 11.61393, 19.14360)
C (14.99140, 11.71308, 18.17287)
C (15.25330, 11.33017, 16.86726)
C (16.50500, 10.85279, 16.47297)
C (17.46195, 10.79387, 17.44168)
S (14.08533, 11.39835, 15.59781)
O (14.51159, 10.19234, 14.78393)
C (14.66914, 12.78138, 14.67862)
C (15.73354, 12.53432, 13.74691)
C (16.37691, 13.65164, 13.21114)
C (15.86113, 14.95293, 13.38230)
C (16.47118, 16.08135, 12.75126)
C (15.77520, 17.26110, 12.69649)
C (14.59337, 17.44674, 13.37974)
C (13.99764, 16.41794, 14.06326)
C (14.58343, 15.14066, 14.02762)
C (14.06176, 14.02968, 14.73910)
C (12.88518, 14.26576, 15.64980)
C (13.08269, 14.71026, 16.97912)
C (14.41946, 14.78089, 17.49041)
C (14.66765, 14.99142, 18.80982)
C (13.61140, 15.29983, 19.67278)
C (12.27486, 15.19501, 19.23521)
C (12.01042, 14.78946, 17.89343)
C (10.71059, 14.44640, 17.40267)
C (10.48821, 14.16060, 16.08588)
C (11.59788, 13.98383, 15.21637)
S (11.33389, 13.03085, 13.62498)
O (9.83750, 12.73168, 13.56422)
C (11.81274, 14.20826, 12.39568)
C (13.00252, 13.97686, 11.74830)
C (13.45908, 14.95763, 10.86370)
C (12.61906, 16.06724, 10.57388)
C (13.02134, 17.06350, 9.43298)
C (11.41511, 16.21154, 11.26094)
C (11.08845, 15.35528, 12.23937)
H (17.83840, 11.12949, 20.91065)
H (19.05345, 11.75896, 19.88398)
H (18.78375, 10.02074, 19.75143)
H (15.71952, 11.88025, 20.18545)
H (13.97792, 12.12553, 18.47444)
H (16.75139, 10.49590, 15.48072)
H (18.43662, 10.44093, 17.13742)
H (16.19225, 11.54601, 13.64954)
H (17.25256, 13.38503, 12.63581)
H (17.40249, 16.00951, 12.15993)
H (16.08432, 18.12729, 12.16377)
H (14.17213, 18.43334, 13.55921)
H (12.99597, 16.50365, 14.51151)
H (15.29409, 14.57316, 16.81290)
H (15.67672, 15.04287, 19.23682)
H (13.84385, 15.35812, 20.70972)
H (11.43527, 15.55931, 19.86698)
H (9.87100, 14.34128, 18.05171)
H (9.51187, 13.92723, 15.76471)
H (13.56544, 13.11508, 11.98136)
H (14.49824, 14.92724, 10.45654)
H (12.47935, 17.95567, 9.58519)
H (12.87472, 16.64086, 8.40431)
H (14.07546, 17.38729, 9.55877)
H (10.64410, 16.90622, 11.04852)
H (10.12089, 15.50854, 12.66531)
C (11.52937, 8.93652, 15.05819)
H (10.76420, 9.72204, 14.78997)
H (11.95126, 9.14224, 16.10735)
H (11.10290, 7.96587, 14.92328)
C (10.44310, 11.27254, 7.32098)
N (10.29253, 11.12885, 8.74973)
C (9.94505, 12.11148, 9.64493)
Se (9.68174, 13.79140, 9.27610)
N (9.86729, 11.48861, 10.84432)
C (10.19910, 10.18958, 10.83018)
C (10.03826, 9.12271, 11.69616)
C (10.34708, 7.84722, 11.21050)
C (10.76714, 7.57153, 9.92189)
C (10.86154, 8.67577, 9.01802)
C (10.58368, 9.96974, 9.49483)
H (9.64841, 11.86091, 6.84549)
H (10.26895, 10.21555, 6.92725)
H (11.42887, 11.67931, 7.09889)
H (9.50259, 12.07982, 11.70115)
H (9.69219, 9.32076, 12.70883)
H (10.34260, 7.00255, 11.95926)
H (11.04766, 6.60187, 9.54176)
H (11.08755, 8.55829, 7.93816)
C (14.26502, 5.07796, 13.36555)
C (13.79410, 6.30307, 13.82034)
N (13.86612, 7.39547, 13.08212)
C (14.47732, 7.32696, 11.92090)
C (14.95437, 6.12460, 11.38118)
C (14.89292, 4.94671, 12.15657)
C (15.55389, 6.14642, 9.99596)
C (16.36801, 7.06451, 9.51184)
C (16.65590, 8.41221, 10.08637)
C (16.64484, 9.61208, 9.31862)
C (16.97301, 10.77694, 9.99104)
N (17.42607, 10.79177, 11.23902)
C (17.45320, 9.61133, 11.86954)
N (17.11442, 8.40738, 11.34108)
H (14.14904, 4.16637, 13.99929)
H (13.40075, 6.31936, 14.81280)
H (14.33410, 8.16520, 11.22289)
H (15.22190, 3.98063, 11.79360)
H (15.43911, 5.27957, 9.37254)
H (16.71044, 6.92434, 8.48212)
H (16.15593, 9.58253, 8.34986)
H (16.88691, 11.77039, 9.49948)
H (17.87588, 9.64027, 12.82660)
N (14.21763, 10.59382, 7.83692)
C (13.66590, 10.86527, 8.82269)
N (13.11020, 11.32667, 9.95170)
C (13.22830, 10.75129, 11.05234)
N (13.17164, 10.29006, 12.12318)

Computed properties:
Spin multiplicity: 5
DFT total energy (Ha): -7330.3426
Net charge: +1
HOMO-LUMO gap (alpha / beta) (hartree): 0.273 / 0.168
ΔE to the lowest compared entry with this formula, charge and spin (kcal/mol): 76.11